(1)
Computed, not measured: a gas-phase ion, C3H2NOS2 (charge -1) in a non-equilibrium geometry, with ωB97M-V/def2-TZVPD.

Structure (XYZ):
```
9
Properties=species:S:1:pos:R:3:nbo_charge:R:1
O -0.3793 1.2817 2.2488 -0.61
C -0.2618 0.6863 1.1786 0.32
C 0.7162 0.9423 0.0507 -0.08
N 0.6400 0.2208 -1.0165 -0.32
C -0.4079 -0.9412 -0.8765 -0.41
S 0.6211 -2.3343 -0.7156 -0.53
S -1.3263 -0.5950 0.6660 0.22
H 1.3813 1.7305 0.4002 0.19
H -0.9834 -0.9911 -1.9356 0.22
```

**Energy above the lowest of the compared OMol25 structures with the same formula, charge and spin**: 48.0 kcal per mole
**HOMO-LUMO gap**: 6.73 eV
**Strongest force on any atom**: 2.96 eV Å⁻¹
**HOMO level**: -3.15 eV
**M**: 132.2 g mol⁻¹
**Calculated total energy**: -28351.764 eV
**LUMO**: 3.587 eV
**Net charge**: -1
**SMILES**: O=C1C=N[C@@H]([S-])S1

(2)
Computed, not measured: a gas-phase ion, C3H2NOS2 (charge -1) in a non-equilibrium geometry, with ωB97M-V/def2-TZVPD.

Structure (XYZ):
```
9
Properties=species:S:1:pos:R:3:nbo_charge:R:1
O 0.4973 2.3550 3.1257 -0.64
C 0.6590 1.6974 2.1142 0.55
N 1.5864 1.7017 1.1695 -0.60
C 1.2693 0.9172 0.1463 0.13
S 2.1878 0.9512 -1.2607 -0.33
C 0.0536 0.1545 0.1849 -0.61
S -0.6958 0.5098 1.8070 0.03
H -0.5324 0.6478 -0.4740 0.23
H 0.0499 -0.9595 -0.0998 0.24
```

**Energy above the lowest of the compared OMol25 structures with the same formula, charge and spin**: 11.8 kcal per mole
**HOMO-LUMO gap**: 7.43 eV
**Strongest force on any atom**: 4.23 eV Å⁻¹
**HOMO level**: -4.10 eV
**M**: 132.2 g mol⁻¹
**Calculated total energy**: -28353.336 eV
**LUMO**: 3.331 eV
**Net charge**: -1
**SMILES**: [O-]C1=NC(=S)CS1

(3)
Computed, not measured: a gas-phase ion, C3H2NS3 (charge -1) in a non-equilibrium geometry, with ωB97M-V/def2-TZVPD.

Structure (XYZ):
```
9
Properties=species:S:1:pos:R:3:nbo_charge:R:1
S -2.2021 -0.4046 -0.2224 -0.32
C -0.5871 -0.1497 -0.2284 0.06
C 0.5752 -0.9112 -0.2681 -0.44
C 1.8056 -0.2025 -0.2394 -0.30
S 3.2598 -0.9202 -0.0853 -0.27
S 1.4632 1.5210 -0.0744 0.43
N -0.2280 1.3449 -0.3127 -0.78
H 0.4729 -1.9212 -0.3775 0.23
H -0.7125 2.0777 0.1369 0.39
```

**Energy above the lowest of the compared OMol25 structures with the same formula, charge and spin**: 3.9 kcal per mole
**HOMO-LUMO gap**: 6.99 eV
**Strongest force on any atom**: 4.10 eV Å⁻¹
**HOMO level**: -3.72 eV
**M**: 148.3 g mol⁻¹
**Calculated total energy**: -37140.375 eV
**LUMO**: 3.268 eV
**Net charge**: -1
**SMILES**: S=c1cc([S-])s[nH]1

(4)
Computed, not measured: a single C3H2O2 molecule in a non-equilibrium geometry, with ωB97M-V/def2-TZVPD.

Structure (XYZ):
```
7
Properties=species:S:1:pos:R:3:nbo_charge:R:1
C -0.2458 0.0456 0.8761 -0.05
C -1.3054 -0.2448 -0.0246 0.16
C 0.3470 0.0569 -0.5963 0.42
O 0.8371 0.7905 0.4704 -0.44
O -0.5827 0.6045 -1.3511 -0.50
H -0.0954 -0.6419 1.6232 0.21
H 1.0450 -0.6108 -0.9978 0.19
```

**Energy above the lowest of the compared OMol25 structures with the same formula, charge and spin**: 113.0 kcal per mole
**HOMO-LUMO gap**: 10.94 eV
**Strongest force on any atom**: 2.52 eV Å⁻¹
**HOMO level**: -10.18 eV
**M**: 70.0 g mol⁻¹
**Calculated total energy**: -7232.002 eV
**LUMO**: 0.761 eV